# C34H56N9NiP

C34H56N9NiP as an isolated structure (wB97M-V/def2-TZVPD, the OMol25 dataset).

Geometry as XYZ:
```
101
C34H56N9NiP wB97M-V/def2-TZVPD
Ni 0.0832 1.0738 0.1163
N 0.2906 0.7238 2.2049
C 0.0080 1.6735 3.2583
C -1.0340 2.5724 3.1107
C -1.3245 3.4693 4.1282
C -0.5542 3.4903 5.2801
C 0.5121 2.6114 5.4118
C 0.7886 1.6968 4.4063
H 1.2567 0.4111 2.2357
H -0.2726 -0.1117 2.3375
H -1.5658 2.6160 2.1730
H -2.1246 4.1843 3.9904
H -0.7666 4.2050 6.0638
H 1.1286 2.6334 6.3006
H 1.6118 1.0004 4.5126
N 1.4706 -0.0656 -0.3835
P 2.3587 -0.2946 -1.6096
N 1.9203 -1.6390 -2.5083
C 2.7640 -2.0977 -3.6085
C 1.9956 -3.0835 -4.4771
C 1.6261 -4.3446 -3.6816
C 1.4398 -4.0158 -2.1936
C 0.9305 -2.5914 -2.0194
N 2.4504 0.8462 -2.8431
C 3.0754 2.1360 -2.5391
C 3.7055 2.7075 -3.8056
C 2.7749 2.4998 -5.0171
C 1.3462 2.2475 -4.5505
C 1.2723 0.9740 -3.7083
N 3.9744 -0.4489 -1.1773
C 4.3284 -0.3804 0.2436
C 5.6812 -1.0386 0.4692
C 6.7989 -0.2817 -0.2633
C 6.2521 0.4162 -1.5152
C 5.1004 -0.3817 -2.1114
H 3.6817 -2.5769 -3.2386
H 3.0757 -1.2336 -4.1998
H 2.5868 -3.3408 -5.3577
H 1.0917 -2.5867 -4.8395
H 2.4015 -5.1043 -3.8002
H 0.7066 -4.7750 -4.0849
H 2.3932 -4.0998 -1.6653
H 0.7538 -4.7230 -1.7232
H 0.7426 -2.3626 -0.9708
H -0.0209 -2.4809 -2.5609
H 3.8270 1.9911 -1.7627
H 2.3405 2.8302 -2.1240
H 4.6664 2.2205 -3.9880
H 3.9124 3.7700 -3.6561
H 3.1110 1.6424 -5.6066
H 2.8097 3.3640 -5.6821
H 0.6716 2.1409 -5.4028
H 0.9893 3.1055 -3.9746
H 1.2252 0.1004 -4.3646
H 0.3430 0.9781 -3.1178
H 3.5499 -0.8784 0.8173
H 4.3575 0.6613 0.5958
H 5.6227 -2.0698 0.1112
H 5.8887 -1.0890 1.5397
H 7.5946 -0.9758 -0.5430
H 7.2515 0.4559 0.4031
H 7.0382 0.5387 -2.2630
H 5.8984 1.4201 -1.2668
H 5.4651 -1.3872 -2.3623
H 4.7579 0.0677 -3.0431
C 0.2026 3.1229 -0.2623
C -0.5504 4.2707 0.2947
C -1.7220 4.7823 -0.2786
C -2.4365 5.8194 0.3063
C -1.9958 6.4042 1.4859
C -0.8133 5.9417 2.0506
C -0.1086 4.9037 1.4649
H 1.2699 3.2248 -0.0377
H 0.1503 3.1011 -1.3612
H -2.0707 4.3805 -1.2213
H -3.3376 6.1810 -0.1746
H -2.5474 7.2170 1.9396
H -0.4366 6.3907 2.9622
H 0.8033 4.5495 1.9337
C -2.5878 -0.1751 0.9883
N -1.9403 0.4755 -0.1799
C -2.7963 1.6099 -0.6058
N -4.1515 1.1840 -0.9200
C -4.7226 0.5434 0.2649
N -3.9386 -0.6214 0.6933
C -3.8781 -1.5685 -0.4238
N -3.2815 -0.9716 -1.6187
C -1.9394 -0.5219 -1.2842
C -4.0849 0.1935 -1.9954
H -2.6119 0.5356 1.8122
H -1.9805 -1.0400 1.2713
H -2.3328 2.0527 -1.4866
H -2.8052 2.3570 0.1848
H -5.7385 0.2161 0.0378
H -4.7597 1.2685 1.0799
H -4.8906 -1.8994 -0.6602
H -3.2850 -2.4343 -0.1226
H -1.4666 -0.0622 -2.1541
H -1.3273 -1.3668 -0.9705
H -5.0959 -0.1376 -2.2386
H -3.6449 0.6589 -2.8794
```

multiplicity = 3
⟨S²⟩ = 2.01
LUMO (alpha / beta) = 0.5 / 0.5 eV
E_HOMO (alpha / beta) = -6.581 / -7.059 eV

***

# C5H11NO

A 2-piece molecular cluster, C5H11NO overall in a non-equilibrium geometry (wB97M-V/def2-TZVPD, the OMol25 dataset).

Geometry as XYZ:
```
18
C5H11NO wB97M-V/def2-TZVPD
C 2.4236 0.5342 0.2340
N 1.4456 -0.0822 1.0916
C 0.1579 -0.4028 0.8102
C -0.5366 -0.5569 -0.3337
C -1.6552 -1.4677 -0.4369
C -2.4052 -1.6863 -1.5246
H 2.7637 -0.2011 -0.5091
H 3.2228 1.0274 0.7732
H 1.9568 1.3038 -0.3853
H 1.7602 -0.4528 1.9688
H -0.3934 -0.7157 1.6968
H -0.1598 -0.2150 -1.2920
H -2.0308 -2.0095 0.4213
H -3.2498 -2.3570 -1.4302
H -2.1750 -1.2501 -2.4746
H -0.6169 2.0200 0.0949
H 0.2350 3.0825 -0.6543
O 0.0660 2.6940 0.2058
```

LUMO = 0.9 eV
E_HOMO = -7.376 eV

***

# C4H11N2O2Si

An isolated ion of composition C4H11N2O2Si and charge +1 in a non-equilibrium geometry (wB97M-V/def2-TZVPD, the OMol25 dataset).

Geometry as XYZ:
```
20
C4H11N2O2Si wB97M-V/def2-TZVPD
C 1.5520 1.6444 -1.3751
C -0.6491 1.0923 -0.3737
C -0.5080 -0.3585 -0.0398
C -1.3873 -0.8250 0.9620
N 0.5795 1.8252 -0.3084
N -1.9474 -2.0570 1.0426
O 2.4713 2.4289 -1.4698
O 1.2330 0.6285 -2.1632
Si 1.2247 -1.0226 0.9376
H -1.0674 1.1897 -1.3015
H -1.3572 1.4883 0.3408
H -0.4677 -1.0829 -0.9026
H -1.8395 0.0448 1.4935
H 0.8748 2.5829 0.3076
H -2.4729 -2.3121 1.8886
H -1.5876 -2.7059 0.4124
H 1.5223 0.8676 -3.0870
H 0.9508 -0.1905 2.1277
H 2.1745 -1.0552 -0.1196
H 0.7011 -2.1828 1.6280
```

LUMO = -4.7 eV
E_HOMO = -13.364 eV
total charge = +1

***

# C4H9NO2

The molecule C4H9NO2 (wB97M-V/def2-TZVPD, the OMol25 dataset).

Geometry as XYZ:
```
16
C4H9NO2 wB97M-V/def2-TZVPD
C 1.7897 1.0970 0.3934
C 0.7124 0.0288 0.2550
O 0.0695 -0.1823 1.5177
C -0.3508 0.4178 -0.7727
C -1.3745 -0.6754 -1.0758
O -1.5693 -1.0879 -2.2065
N -2.0719 -1.1185 0.0070
H 1.3460 2.0639 0.6566
H 2.3418 1.2090 -0.5457
H 2.4972 0.8218 1.1841
H 1.1776 -0.9138 -0.0691
H 0.5844 -0.8383 2.0016
H -0.8701 1.3199 -0.4218
H 0.1358 0.6579 -1.7221
H -2.6932 -1.9008 -0.1330
H -1.7247 -0.8991 0.9312
```

LUMO = 0.6 eV
E_HOMO = -9.580 eV

***

# C13H46N8O10

A 10-piece molecular cluster, C13H46N8O10 overall in a non-equilibrium geometry (wB97M-V/def2-TZVPD, the OMol25 dataset).

Geometry as XYZ:
```
77
C13H46N8O10 wB97M-V/def2-TZVPD
C 4.3376 -1.8377 1.6592
C 3.0116 -1.1817 1.2462
O 1.9966 -1.6947 2.1362
H 4.7466 -1.2717 2.5062
H 5.1656 -1.6047 0.9952
H 4.2286 -2.8787 1.8982
H 2.7106 -1.3637 0.2032
H 3.0396 -0.0907 1.3182
H 1.2036 -1.1167 2.0372
C 0.7946 0.8453 -1.0338
C 0.4326 1.4223 0.3892
O -0.9044 1.5473 0.6052
H 0.4176 1.5343 -1.7618
H 0.4346 -0.1897 -1.0828
H 1.8946 0.9083 -1.1428
H 0.8326 2.4363 0.3492
H 0.9016 0.8963 1.1752
H -1.2514 0.8773 1.2352
C -0.5034 1.8493 4.0742
C 0.1396 0.6633 4.8052
O 0.1506 -0.4437 3.8852
H -0.5234 2.7493 4.7712
H -1.5554 1.6833 3.8152
H -0.0334 2.0593 3.1682
H -0.4294 0.3923 5.7542
H 1.1126 0.8363 5.1112
H 0.4396 -1.2907 4.2562
C 3.7686 -1.1347 -2.4508
O 4.0386 0.0353 -1.8118
N 4.3856 -2.2157 -2.2698
N 2.7356 -1.2637 -3.2348
H 5.2546 -2.1577 -1.6918
H 4.3066 -3.1347 -2.7728
H 2.2446 -0.4107 -3.5488
H 2.7116 -2.1187 -3.9408
C 1.1466 -3.7547 -1.2568
O 0.0876 -4.5207 -0.6778
N 2.3656 -3.9047 -0.9758
N 0.9286 -2.9077 -2.2528
H 2.6546 -4.4107 -0.1518
H 3.0586 -3.1347 -1.2068
H -0.0724 -2.6407 -2.3638
H 1.6546 -2.2167 -2.6478
C -3.8774 2.8843 3.2252
O -3.0994 3.6573 4.0932
N -5.1154 2.5323 3.4982
N -3.5354 2.5283 2.0332
H -5.5144 2.7633 4.4532
H -5.7744 1.9033 2.9102
H -2.5604 2.6843 1.7242
H -4.0884 1.9593 1.3232
C -2.0344 -1.2167 1.3412
O -0.8924 -1.8777 0.9722
N -3.1714 -1.4137 0.8182
N -1.9894 -0.2767 2.2022
H -3.2724 -2.3447 0.3082
H -3.9224 -1.4057 1.4882
H -1.0814 -0.2357 2.7872
H -2.7724 0.3603 2.3872
C 0.5906 1.9313 -5.1368
O 0.9866 0.6133 -4.7218
H 1.4936 2.1513 -5.7848
H 0.6296 2.6703 -4.3518
H -0.3654 1.9723 -5.7278
H 1.0636 0.0313 -5.4828
C -2.3384 -0.7317 -1.9478
O -1.7634 -2.0477 -1.8318
H -1.9104 -0.0997 -1.1158
H -3.4374 -0.7477 -1.9748
H -1.9854 -0.3017 -2.8518
H -2.1044 -2.4697 -1.0758
C -1.9794 3.2463 -2.4408
O -2.6544 3.1183 -1.1878
H -1.0164 3.7363 -2.2298
H -2.5944 3.8643 -3.0788
H -1.7754 2.3443 -2.9708
H -2.1974 2.3753 -0.7748
```

LUMO = 0.0 eV
E_HOMO = -7.822 eV

***

# C3H14O4

A 4-piece molecular cluster, C3H14O4 overall (wB97M-V/def2-TZVPD, the OMol25 dataset).

Geometry as XYZ:
```
21
C3H14O4 wB97M-V/def2-TZVPD
C -1.0182 -1.0253 -0.2584
C -1.8905 -0.6496 0.9159
C -1.0907 -0.1527 2.0983
O -2.7843 0.3807 0.5479
H -1.5620 -0.7422 -1.1627
H -0.0287 -0.5601 -0.2406
H -0.8314 -2.0835 -0.2744
H -2.4168 -1.5724 1.1631
H -0.3389 -0.8873 2.3950
H -0.6199 0.7775 1.7956
H -1.7972 0.0083 2.9106
H -3.6856 0.0643 0.4696
H 3.0884 -3.0196 0.1358
H 3.1858 -3.4665 1.5798
O 3.6551 -3.5127 0.7403
H 2.4722 6.0716 -0.3780
H 1.4351 4.9630 -0.2604
O 2.1244 5.3022 -0.8397
H 0.8432 0.0525 -4.5606
H 0.6592 0.3816 -3.0676
O 0.6008 -0.3299 -3.7094
```

LUMO = 0.5 eV
E_HOMO = -10.380 eV

***

# C40H47N3O9P2Re

C40H47N3O9P2Re as an isolated structure in a non-equilibrium geometry (wB97M-V/def2-TZVPD, the OMol25 dataset).

Geometry as XYZ:
```
102
C40H47N3O9P2Re wB97M-V/def2-TZVPD
Re 0.8209 -0.0141 -0.4966
C -2.6854 -1.8238 0.8715
C -1.4156 -2.6739 0.9769
C -1.6809 -4.1308 0.5886
P -0.5207 -2.6842 2.5941
C -1.9601 -2.9633 3.7794
C -1.5832 -4.0308 4.8072
C -2.5441 -1.7390 4.4764
C -0.0347 -0.9550 3.0061
C 0.5337 -0.9325 4.2909
C 0.9597 0.2139 4.9313
C 1.5969 0.1573 6.2901
C 0.8141 1.4228 4.2525
C 0.3009 1.4336 2.9766
C -0.0985 0.2613 2.3303
N -0.4579 0.4242 0.9437
C -1.5308 1.3400 0.7472
C -2.5723 1.4516 1.6699
C -3.6292 2.3031 1.4216
C -3.6917 3.0845 0.2647
C -4.8649 3.9853 0.0027
C -2.6343 2.9975 -0.6258
C -1.5608 2.1406 -0.3909
P -0.0872 1.9714 -1.3993
C 0.9911 3.4611 -1.1421
C 2.1180 3.2129 -0.1426
C 0.1895 4.7005 -0.7450
C -0.5306 1.9198 -3.1937
C -0.5342 3.2867 -3.8857
C -1.8688 1.2226 -3.4482
H -2.7900 -1.4036 -0.1310
H -2.6907 -0.9880 1.5674
H -3.5732 -2.4260 1.0711
H -0.6749 -2.2859 0.2792
H -2.3822 -4.6009 1.2818
H -0.7623 -4.7163 0.5872
H -2.1213 -4.1870 -0.4074
H -2.7378 -3.3806 3.1333
H -0.8057 -3.6644 5.4799
H -1.2022 -4.9323 4.3286
H -2.4475 -4.3024 5.4163
H -1.8269 -1.2918 5.1659
H -3.4230 -2.0298 5.0554
H -2.8488 -0.9655 3.7722
H 0.6531 -1.8809 4.8070
H 1.3340 -0.7618 6.8124
H 1.2890 1.0027 6.9053
H 2.6839 0.1903 6.2027
H 1.1373 2.3480 4.7121
H 0.2299 2.3687 2.4354
H -2.5427 0.8701 2.5816
H -4.4312 2.3667 2.1464
H -5.1511 4.5300 0.9018
H -5.7333 3.4101 -0.3214
H -4.6380 4.7111 -0.7760
H -2.6420 3.6173 -1.5135
H 1.4434 3.6311 -2.1217
H 1.7413 2.9184 0.8368
H 2.6892 4.1348 -0.0205
H 2.7992 2.4388 -0.4857
H -0.2835 4.5646 0.2275
H -0.5897 4.9488 -1.4636
H 0.8637 5.5546 -0.6771
H 0.2816 1.3196 -3.6201
H -1.2709 3.9610 -3.4485
H -0.8145 3.1371 -4.9291
H 0.4341 3.7794 -3.8831
H -2.6990 1.8846 -3.2013
H -1.9794 0.3018 -2.8839
H -1.9377 0.9839 -4.5099
O 4.0341 -0.3805 1.9587
C 3.4825 -0.1059 0.9234
O 2.1890 0.2104 0.8963
C 4.2419 -0.0094 -0.3681
C 5.6233 -0.0716 -0.2797
C 6.4001 0.0647 -1.4141
C 5.8357 0.3033 -2.6540
C 4.4660 0.3946 -2.7357
C 3.6204 0.1831 -1.6231
O 2.3386 0.1601 -1.7999
N 3.9016 0.7361 -4.0475
O 2.9122 1.4379 -4.0781
O 4.5362 0.3999 -5.0233
N 7.8589 -0.0184 -1.3066
O 8.3279 -0.2157 -0.2077
O 8.5029 0.1043 -2.3273
H 6.0792 -0.2325 0.6877
H 6.4491 0.4285 -3.5343
O 1.1083 -2.3444 -1.5342
C 0.0533 -2.0240 -2.0814
O -0.4945 -0.8733 -1.7820
C -0.6722 -2.8821 -3.0453
C -2.0549 -2.7999 -3.1632
C -2.7196 -3.6439 -4.0376
C -2.0023 -4.5509 -4.8059
C -0.6201 -4.6223 -4.6965
C 0.0469 -3.7952 -3.8077
H -2.6017 -2.0802 -2.5692
H -3.7962 -3.5914 -4.1224
H -2.5224 -5.2068 -5.4910
H -0.0634 -5.3249 -5.3010
H 1.1203 -3.8496 -3.6946
```

multiplicity = 2
⟨S²⟩ = 0.77
LUMO (alpha / beta) = -1.2 / -1.1 eV
E_HOMO (alpha / beta) = -8.057 / -7.949 eV

***

# C2H5NO4

A 2-piece molecular cluster, C2H5NO4 overall in a non-equilibrium geometry (wB97M-V/def2-TZVPD, the OMol25 dataset).

Geometry as XYZ:
```
12
C2H5NO4 wB97M-V/def2-TZVPD
C 1.5219 -0.5905 -0.5314
C 0.6547 -0.6475 0.6368
N -1.3945 1.2447 -0.6084
O -1.1929 2.0259 0.2640
O -2.6466 0.7063 -0.4817
O -0.4748 -1.1305 0.5818
O 1.1615 -0.0763 1.7749
H 1.6868 0.4880 -0.6866
H 2.3751 -1.1597 -0.6200
H 0.8183 -0.9499 -1.3676
H -2.8243 0.0267 -1.1695
H 0.3149 0.0627 2.2077
```

LUMO = 0.3 eV
E_HOMO = -10.581 eV

***

# C24H21F3N

A 2-piece molecular cluster, C24H21F3N overall in a non-equilibrium geometry (wB97M-V/def2-TZVPD, the OMol25 dataset).

Geometry as XYZ:
```
49
C24H21F3N wB97M-V/def2-TZVPD
C -0.5254 -0.0041 1.0902
C -1.9742 -0.0650 1.0930
C -2.7430 0.9566 0.4739
C -4.0983 1.0898 0.7728
C -4.7155 0.1872 1.6522
C -4.0049 -0.9266 2.1241
C -2.6479 -1.0679 1.8307
C 0.4014 -1.1135 1.1402
C 1.7196 -0.5817 1.3832
C 2.8097 -1.4233 1.5252
C 2.5958 -2.8050 1.5022
C 1.3187 -3.3305 1.2599
C 0.2133 -2.4929 1.0601
C 1.6041 0.8631 1.5160
C 0.2236 1.2144 1.3336
C -0.2096 2.5156 1.5843
C 0.7258 3.4601 2.0135
C 2.0783 3.1140 2.1764
C 2.5304 1.8226 1.8942
H -2.2650 1.6365 -0.2432
H -4.6734 1.9122 0.3386
H -5.7569 0.3357 1.9383
H -4.5031 -1.6834 2.7314
H -2.0868 -1.9284 2.1940
H 3.7949 -0.9833 1.6664
H 3.4305 -3.4768 1.6949
H 1.1880 -4.4135 1.2307
H -0.7676 -2.9098 0.8291
H -1.2596 2.7753 1.4573
H 0.4106 4.4853 2.2096
H 2.7885 3.8649 2.5207
H 3.5763 1.5304 1.9878
C 0.3704 -1.6105 -3.6014
C 0.0530 -1.5802 -2.0990
N 0.2394 -0.2146 -1.6373
C 0.4870 0.6886 -2.7531
C 1.6974 1.5444 -2.4360
F 2.0069 2.3931 -3.4597
F 1.4635 2.3255 -1.3365
F 2.7897 0.7833 -2.1589
C 0.6455 -0.1563 -4.0211
H 1.2374 -2.2414 -3.8167
H -0.5076 -1.9952 -4.1324
H -0.9882 -1.9001 -1.8920
H 0.7027 -2.2604 -1.5287
H -0.5606 0.0914 -1.0988
H -0.3352 1.4164 -2.8096
H 1.6355 -0.0286 -4.4736
H -0.1153 0.1867 -4.7264
```

LUMO = -5.9 eV
E_HOMO = -11.736 eV
total charge = +1

***

# C13H28FInNO9

C13H28FInNO9 as an isolated structure in a non-equilibrium geometry (wB97M-V/def2-TZVPD, the OMol25 dataset).

Geometry as XYZ:
```
53
C13H28FInNO9 wB97M-V/def2-TZVPD
C -0.9438 -2.8744 1.6447
C 0.5039 -3.1799 1.9664
O 0.8153 -3.6007 3.0783
O 1.3641 -2.9607 0.9498
C 2.2958 -4.0259 0.7046
C 3.7453 -3.5774 0.6223
In 4.3677 -1.7833 1.8094
N 6.0948 -2.3338 2.9346
O 2.9482 -0.9794 3.0874
C 5.0208 -0.0933 0.4436
C 3.8277 0.5738 -0.1746
C 3.4685 1.8732 0.5370
F 2.6837 -0.2605 -0.1052
H -1.1090 -2.6396 0.6040
H -1.2144 -2.0520 2.2939
H -1.5073 -3.7386 1.9616
H 2.0233 -4.4997 -0.2368
H 2.2028 -4.7927 1.4627
H 4.3538 -4.4100 0.9680
H 4.0111 -3.4417 -0.4215
H 5.8753 -3.1708 3.4605
H 6.2581 -1.5917 3.6017
H 2.3213 -0.4498 2.6027
H 5.5696 0.6192 1.0438
H 5.6774 -0.5467 -0.2901
H 3.9738 0.7853 -1.2313
H 2.3970 1.9797 0.6527
H 3.8948 2.7132 -0.0004
H 3.8985 1.8740 1.5311
C -0.8700 1.2215 0.8247
O -2.2182 1.2773 0.3361
C -3.1048 1.7471 1.2076
O -2.8787 2.1195 2.3253
O -4.3003 1.7358 0.6138
C -5.3634 2.2223 1.4306
H -0.2576 0.8236 0.0208
H -0.5118 2.2153 1.0839
H -0.7970 0.5585 1.6831
H -5.1887 3.2591 1.7113
H -5.4757 1.6075 2.3216
H -6.2656 2.1579 0.8296
C -2.3055 1.4422 -2.6888
O -3.0254 1.2332 -3.9145
C -3.9638 2.1342 -4.1599
O -4.2472 3.0781 -3.4717
O -4.5516 1.8171 -5.3179
C -5.5903 2.7128 -5.7057
H -1.5753 0.6418 -2.6162
H -1.7876 2.3996 -2.7139
H -2.9733 1.3960 -1.8404
H -5.2001 3.7196 -5.8432
H -6.3889 2.7206 -4.9662
H -5.9772 2.3434 -6.6511
```

LUMO = 2.1 eV
E_HOMO = -4.601 eV
total charge = -1